No. 1
# C2H2ClF3

The molecule C2H2ClF3 (ωB97M-V/def2-TZVPD, the Open Molecules 2025 dataset).

Last column: Mulliken charge in e.
Atoms and positions in Å:
C  -0.036  -0.682  -0.308  0.130
C  0.170  0.692  0.334  0.144
H  0.935  -1.205  -0.386  0.285
H  0.786  1.330  -0.271  0.297
F  -0.889  -1.398  0.478  -0.225
F  -1.034  1.269  0.550  -0.236
F  0.772  0.496  1.534  -0.240
Cl  -0.703  -0.502  -1.932  -0.155

Properties
**Total charge**: 0
**Energy above the lowest of the compared OMol25 structures with the same formula, charge and spin**: 11.1 kcal per mole
**Structure (SMILES)**: FC(F)[C@@H](F)Cl
**HOMO**: -11.66 eV
**Frontier orbital gap**: 12.46 eV

***

No. 2
# C4H4N2OS

The molecule C4H4N2OS in a non-equilibrium geometry (ωB97M-V/def2-TZVPD, the Open Molecules 2025 dataset).

Last column: Mulliken charge in e.
Atoms and positions in Å:
C  -1.343  -0.765  -0.022  0.456
C  0.703  0.526  -0.059  0.528
C  2.141  0.570  0.061  -0.341
C  -0.368  1.414  -0.187  -0.311
H  -3.219  -1.522  -0.020  0.274
H  0.760  -1.526  -0.092  0.214
H  2.595  1.526  0.329  0.315
H  -0.576  2.479  0.082  0.312
N  -2.207  -1.677  -0.067  -0.638
N  0.091  -0.793  0.135  -0.189
O  -1.564  0.649  -0.058  -0.337
S  2.988  -0.882  -0.101  -0.282

Properties
**Total charge**: 0
**Energy above the lowest of the compared OMol25 structures with the same formula, charge and spin**: 50.0 kcal per mole
**Structure (SMILES)**: [H]/N=c1/[nH]c(C=S)co1
**HOMO**: -8.64 eV
**Frontier orbital gap**: 7.13 eV

***

No. 3
# C35H51Cl2N4O11PS

A structure of composition C35H51Cl2N4O11PS in a non-equilibrium geometry (ωB97M-V/def2-TZVPD, the Open Molecules 2025 dataset).

Last column: Mulliken charge in e.
Atoms and positions in Å:
C  -4.851  0.990  1.618  -2.281
C  -3.797  0.035  2.130  1.062
C  -3.630  -1.240  1.613  0.895
C  -4.525  -1.649  0.462  -1.732
C  -4.276  -0.792  -0.826  -1.466
C  -2.811  -0.318  -0.959  1.603
C  -2.350  -0.284  -2.448  -1.419
C  -1.036  -1.098  -2.660  0.292
C  0.033  -0.259  -3.365  -0.270
C  1.290  -1.105  -3.648  -0.847
C  2.606  -0.312  -3.493  -0.927
C  3.168  -0.372  -2.044  -0.087
C  3.771  0.961  -1.561  -1.128
C  2.793  2.159  -1.588  0.720
C  2.297  2.586  -0.178  -1.586
N  1.647  1.440  0.487  0.646
C  2.279  0.675  1.393  -1.247
C  1.352  -0.282  1.749  -0.302
C  0.173  -0.023  1.043  1.009
C  0.380  1.077  0.238  -0.856
C  -2.663  -2.070  2.143  0.113
C  -2.588  -3.469  1.540  -2.391
C  -1.863  -3.518  0.171  1.335
C  -0.989  -4.766  -0.060  -0.681
Cl  0.547  -4.377  -0.899  -0.191
C  -1.814  -1.647  3.159  1.148
P  -0.475  -2.702  3.816  0.784
O  -0.097  -3.848  2.707  -0.364
O  -0.989  -3.481  5.153  -0.524
S  1.168  -1.730  4.125  -0.616
C  -2.012  -0.388  3.655  0.733
C  -2.971  0.456  3.149  0.767
C  -3.076  1.857  3.739  -0.562
O  -4.116  2.448  3.907  -0.582
C  -1.750  2.440  4.145  -0.071
C  -0.842  1.629  4.638  0.209
C  0.531  2.138  5.032  -0.675
C  1.095  3.051  3.933  0.175
O  1.607  4.101  4.148  -0.558
Cl  0.938  2.451  2.248  0.214
C  -1.200  0.178  4.807  -1.155
O  -0.901  -0.444  5.794  -0.541
H  -5.445  1.400  2.433  0.542
H  -4.390  1.830  1.086  0.332
H  -5.551  0.524  0.931  0.441
H  -5.564  -1.481  0.769  0.697
H  -4.420  -2.686  0.154  0.131
H  -4.983  0.030  -0.935  0.301
H  -4.471  -1.467  -1.667  0.734
H  -2.793  0.732  -0.645  0.280
H  -2.103  -0.921  -0.396  -1.371
H  -2.195  0.749  -2.779  0.477
H  -3.097  -0.710  -3.125  0.376
H  -1.264  -1.942  -3.319  0.565
H  -0.627  -1.435  -1.702  -0.322
H  0.325  0.614  -2.771  0.043
H  -0.343  0.113  -4.327  0.437
H  1.263  -1.536  -4.656  0.503
H  1.323  -1.941  -2.937  0.146
H  3.359  -0.727  -4.174  0.444
H  2.435  0.720  -3.824  0.329
H  3.973  -1.116  -2.042  0.405
H  2.368  -0.723  -1.379  -0.046
H  4.235  0.816  -0.581  0.423
H  4.598  1.199  -2.246  0.454
H  1.918  1.950  -2.208  0.103
H  3.320  3.009  -2.028  -0.304
H  1.535  3.355  -0.327  0.440
H  3.132  2.934  0.431  0.409
H  3.286  0.815  1.743  0.553
H  1.539  -1.078  2.456  0.191
H  -0.700  -0.645  1.181  -0.259
H  -0.331  1.547  -0.420  0.481
H  -3.626  -3.756  1.368  0.751
H  -2.228  -4.210  2.251  1.118
H  -1.280  -2.615  -0.027  -1.345
H  -2.645  -3.512  -0.600  0.437
H  -1.548  -5.469  -0.672  0.358
H  -0.749  -5.223  0.897  0.297
H  0.338  -4.562  3.196  0.321
H  -0.763  -4.416  5.050  0.371
H  -1.560  3.500  3.998  0.531
H  1.235  1.305  5.140  0.233
H  0.525  2.735  5.944  0.389
C  3.823  6.619  -4.454  -0.735
N  3.750  5.316  -3.739  0.850
O  2.905  4.520  -4.095  -0.513
O  4.550  5.143  -2.844  -0.488
H  3.057  6.636  -5.221  0.331
H  3.657  7.403  -3.721  0.275
H  4.816  6.695  -4.890  0.255
C  -5.714  -7.143  0.400  -0.797
N  -4.424  -6.593  -0.099  0.839
O  -3.684  -6.065  0.710  -0.460
O  -4.199  -6.709  -1.284  -0.517
H  -5.775  -6.966  1.468  0.330
H  -6.513  -6.628  -0.126  0.291
H  -5.722  -8.206  0.180  0.291
C  8.903  5.112  -2.519  -0.710
N  7.950  5.764  -3.458  0.866
O  7.513  6.854  -3.150  -0.503
O  7.675  5.155  -4.472  -0.510
H  9.050  5.767  -1.668  0.309
H  8.463  4.168  -2.212  0.277
H  9.834  4.956  -3.055  0.276

Properties
**Total charge**: 0
**HOMO**: -7.43 eV
**Frontier orbital gap**: 6.97 eV

***

No. 4
# C31H22BF5O2S

A structure of composition C31H22BF5O2S in a non-equilibrium geometry (ωB97M-V/def2-TZVPD, the Open Molecules 2025 dataset).

Last column: Mulliken charge in e.
Atoms and positions in Å:
F  5.589  1.985  1.348  -0.361
C  4.328  1.621  0.921  0.293
C  3.425  2.633  0.620  -0.951
C  2.203  2.263  0.083  -0.481
C  1.837  0.915  -0.068  0.237
C  0.556  0.646  -0.767  0.776
C  0.697  0.086  -2.120  -0.885
C  -0.336  0.270  -3.090  -0.485
C  -0.165  -0.116  -4.401  -0.858
C  1.020  -0.700  -4.797  0.467
F  1.187  -1.084  -6.106  -0.369
C  2.054  -0.880  -3.898  -1.084
C  1.870  -0.494  -2.582  -0.035
C  2.779  -0.059  0.275  0.076
C  4.022  0.276  0.803  -1.334
H  3.661  3.667  0.740  0.530
H  1.455  3.000  -0.142  0.510
H  0.080  1.617  -0.904  0.820
H  -1.285  0.671  -2.750  0.354
H  -0.948  0.064  -5.118  0.470
H  3.000  -1.269  -4.216  0.506
H  2.674  -0.696  -1.889  0.447
H  2.579  -1.105  0.177  0.351
H  4.751  -0.480  1.048  0.483
C  -4.614  -2.930  2.502  -1.323
C  -3.405  -2.131  2.285  0.864
C  -2.449  -1.749  3.209  -1.224
C  -1.415  -0.961  2.688  -0.503
C  -1.600  -0.421  1.433  -0.448
B  -0.312  -0.473  0.043  3.867
C  -1.120  0.997  1.175  1.349
C  -2.106  1.866  0.691  -0.071
C  -2.274  3.165  1.117  -0.978
C  -1.296  3.785  1.879  0.365
C  -1.377  5.264  2.206  0.752
F  -1.115  5.525  3.526  -0.267
F  -0.435  5.979  1.501  -0.255
F  -2.595  5.826  1.920  -0.282
C  -0.213  3.036  2.369  -1.359
C  -0.115  1.699  2.029  -0.595
O  0.556  -1.432  0.647  -0.912
C  0.413  -2.506  -0.160  0.290
C  -0.594  -2.291  -1.120  0.316
C  -0.688  -3.063  -2.274  -1.181
C  0.393  -3.934  -2.503  -0.656
C  1.408  -4.108  -1.573  -0.614
C  1.411  -3.463  -0.322  -1.234
O  -1.116  -1.059  -0.973  -0.802
S  -2.963  -1.445  0.780  -0.264
H  -4.766  -3.054  3.587  0.379
H  -5.508  -2.444  2.079  0.315
H  -4.547  -3.935  2.051  0.275
H  -2.562  -2.016  4.247  0.386
H  -0.577  -0.625  3.273  0.534
H  -2.820  1.382  0.073  0.540
H  -3.175  3.708  0.812  0.441
H  0.528  3.562  2.972  0.428
H  0.741  1.173  2.453  0.468
H  -1.505  -2.874  -2.939  0.531
H  0.374  -4.482  -3.456  0.377
H  2.240  -4.775  -1.825  0.383
H  2.165  -3.628  0.427  0.630

Properties
**Total charge**: 0
**HOMO**: -7.77 eV
**Frontier orbital gap**: 6.54 eV

***

No. 5
# C23H29AsN4O6PRhS2

A structure of composition C23H29AsN4O6PRhS2 in a non-equilibrium geometry (ωB97M-V/def2-TZVPD, the Open Molecules 2025 dataset).

Last column: Mulliken charge in e.
Atoms and positions in Å:
Rh  -0.322  -0.042  0.357  1.484
N  3.743  0.976  1.653  -0.070
C  3.588  0.090  2.696  0.657
C  4.375  -0.233  3.785  -1.134
C  3.860  -1.173  4.671  -0.633
C  2.601  -1.765  4.488  -0.912
C  1.811  -1.456  3.404  -0.284
C  2.318  -0.515  2.499  -0.303
N  1.770  0.005  1.380  0.858
C  2.628  0.896  0.895  -0.097
C  2.280  1.662  -0.269  -0.877
C  3.030  2.566  -0.983  -0.522
S  2.098  3.291  -2.211  -0.075
C  0.753  2.345  -1.714  -0.507
N  0.993  1.543  -0.727  0.891
H  4.515  1.611  1.527  0.285
H  5.336  0.229  3.945  0.494
H  4.448  -1.450  5.533  0.457
H  2.255  -2.481  5.218  0.472
H  0.831  -1.887  3.255  0.516
H  4.064  2.819  -0.855  0.444
H  -0.206  2.436  -2.191  0.336
C  -2.093  0.391  -3.004  -1.199
As  -2.382  -0.077  -1.111  0.803
C  -3.737  1.267  -0.650  -1.191
C  -3.527  -1.644  -1.397  -1.212
H  -2.944  0.022  -3.583  0.447
H  -1.179  -0.079  -3.366  0.312
H  -2.029  1.471  -3.137  0.412
H  -4.351  0.867  0.156  0.339
H  -4.373  1.474  -1.516  0.455
H  -3.262  2.193  -0.315  0.356
H  -4.415  -1.300  -1.936  0.491
H  -3.831  -2.091  -0.452  0.324
H  -3.003  -2.383  -2.005  0.376
C  0.983  -3.156  -2.790  -0.802
O  0.427  -2.109  -1.967  -0.283
P  0.432  -2.222  -0.371  0.854
O  1.928  -2.712  -0.019  -0.184
C  2.294  -4.021  0.439  -0.676
O  -0.468  -3.528  -0.145  -0.363
C  -1.275  -3.751  1.012  -0.308
H  0.534  -4.117  -2.545  0.360
H  2.065  -3.202  -2.658  0.280
H  0.743  -2.897  -3.819  0.287
H  3.298  -3.927  0.852  0.271
H  2.300  -4.726  -0.394  0.341
H  1.614  -4.375  1.213  0.271
H  -1.884  -4.621  0.774  0.280
H  -1.924  -2.896  1.222  -0.074
H  -0.660  -3.960  1.888  0.278
O  -3.152  -1.030  1.706  -0.636
C  -2.543  -0.217  2.387  0.129
N  -1.204  -0.059  2.314  0.328
S  -0.760  1.471  2.831  1.072
O  0.406  1.438  3.649  -0.628
O  -0.651  2.204  1.577  -0.627
C  -2.288  1.786  3.692  0.431
C  -2.662  2.780  4.563  -0.795
C  -3.928  2.692  5.140  -0.603
C  -4.790  1.651  4.821  -0.612
C  -4.418  0.675  3.904  -0.553
C  -3.147  0.745  3.349  -0.181
H  -1.992  3.590  4.807  0.520
H  -4.230  3.448  5.846  0.438
H  -5.755  1.588  5.303  0.444
H  -5.089  -0.126  3.633  0.551

Properties
**Total charge**: +2
**HOMO (alpha / beta)**: -13.59 / -13.59 eV
**Frontier orbital gap (alpha / beta)**: 5.77 / 5.77 eV

***

Energy / a.u.: -837.1951, -737.6899, -4070.4932, -2267.3076, -5047.9201